The following is a DFT calculation (ωB97M-V with the def2-TZVPD basis set) of a structure of composition C50H47CaN3OP2S2 at a distorted geometry.

Properties
E_LUMO = 0.0149 Eh
E = -4329.7808 hartree
ΔE to the lowest compared entry with this formula, charge and spin = 28.8 kcal per mole
max |F| = 3.1 eV/A

Last column: Löwdin charge in e.
Geometry (Å):
1 Ca -0.23315 0.63914 -0.51453  1.024
2 S -2.23206 2.62236 0.62160  0.479
3 C -3.14946 1.62471 -0.45475  -0.851
4 C -4.54525 1.80148 -0.64144  -0.110
5 C -5.24249 0.95994 -1.46016  -0.105
6 C -4.65553 -0.13955 -2.00581  -0.091
7 C -3.29925 -0.31093 -1.80550  -0.136
8 N -2.57878 0.55314 -1.03597  -0.131
9 H -4.99100 2.72727 -0.28109  0.099
10 H -6.27667 1.14320 -1.58789  0.098
11 H -5.22253 -0.86830 -2.58046  0.107
12 H -2.68890 -1.04626 -2.35163  0.117
13 C -1.39993 -1.14212 3.14522  -0.375
14 C -1.27685 0.41230 3.46802  -0.357
15 P 0.26348 1.08847 2.65855  1.012
16 C 1.63727 -0.02517 3.31456  -0.306
17 C 2.52977 0.26238 4.39217  -0.083
18 C 3.55250 -0.61073 4.63117  -0.107
19 C 3.67333 -1.81640 3.92375  -0.076
20 C 2.86842 -2.01208 2.82498  -0.109
21 C 1.92014 -1.11683 2.49059  -0.160
22 C 0.39837 2.66779 3.56321  -0.386
23 C 0.28927 2.76527 4.91723  -0.135
24 C 0.29262 3.96436 5.61848  -0.091
25 C 0.49881 5.13716 4.95123  -0.089
26 C 0.65987 5.07970 3.55916  -0.069
27 C 0.69940 3.85233 2.92348  -0.099
28 P -1.52221 -1.54824 1.34432  1.033
29 C -0.72223 -3.24081 1.45524  -0.354
30 C -0.55951 -3.92739 2.67940  -0.084
31 C 0.17107 -5.08184 2.66486  -0.099
32 C 0.57724 -5.66863 1.47501  -0.062
33 C 0.45347 -4.94334 0.26460  -0.065
34 C -0.24896 -3.75211 0.25844  -0.130
35 C -3.26065 -1.94939 1.14286  -0.386
36 C -4.23438 -1.07266 1.60296  -0.092
37 C -5.61260 -1.28169 1.31893  -0.067
38 C -5.99062 -2.53099 0.79003  -0.060
39 C -4.96539 -3.47010 0.39875  -0.070
40 C -3.65472 -3.14982 0.50688  -0.089
41 H -2.30868 -1.63948 3.58400  0.099
42 H -0.56489 -1.68485 3.53375  0.028
43 H -1.28557 0.73549 4.50436  0.059
44 H -2.05915 0.95924 2.97363  0.008
45 H 2.52877 1.15310 5.03505  0.105
46 H 4.13832 -0.33699 5.52039  0.108
47 H 4.45343 -2.57104 4.22117  0.120
48 H 3.04561 -2.83251 2.13537  0.111
49 H 1.38497 -1.26636 1.57461  0.058
50 H 0.06140 1.88497 5.48657  0.093
51 H 0.14073 3.82364 6.69389  0.111
52 H 0.47500 6.13644 5.47328  0.122
53 H 0.80138 6.01941 3.04173  0.103
54 H 0.93223 3.82758 1.89724  0.083
55 H -0.94104 -3.56912 3.62916  0.102
56 H 0.19605 -5.65428 3.55181  0.092
57 H 1.12598 -6.59832 1.53103  0.098
58 H 0.83437 -5.32824 -0.64522  0.088
59 H -0.35528 -3.17070 -0.70049  0.113
60 H -3.85479 -0.12362 1.99334  0.097
61 H -6.38551 -0.67309 1.76530  0.099
62 H -7.03510 -2.83417 0.74588  0.095
63 H -5.26572 -4.39442 0.02126  0.081
64 H -2.88335 -3.79897 0.26192  0.070
65 S -0.34099 -0.33885 -5.35242  1.109
66 C -1.17529 1.20486 -5.17314  -0.429
67 C -1.75234 2.07795 -6.14398  -0.071
68 C -2.14493 3.34078 -5.73957  -0.081
69 C -1.97251 3.75558 -4.39463  -0.073
70 C -1.40020 2.93491 -3.46451  -0.006
71 C -0.98691 1.67103 -3.90258  -0.341
72 N -0.32468 0.81821 -3.04238  0.017
73 C 0.07066 -0.25750 -3.66278  -0.566
74 C 0.86023 -1.32972 -3.04977  -0.284
75 C 1.32790 -2.43981 -3.87054  -0.058
76 C 2.14485 -3.40258 -3.30421  -0.092
77 C 2.51976 -3.17817 -1.99122  -0.152
78 C 2.05310 -2.15797 -1.24883  -0.217
79 C 1.09082 -1.21387 -1.64416  -0.154
80 H -1.96016 1.70932 -7.09574  0.081
81 H -2.54095 4.03641 -6.48450  0.106
82 H -2.39476 4.70013 -4.20425  0.088
83 H -1.33622 3.12220 -2.39546  0.097
84 H 1.00456 -2.50858 -4.86284  0.048
85 H 2.55175 -4.31696 -3.84133  0.123
86 H 3.21391 -3.82431 -1.48293  0.101
87 H 2.41713 -2.02352 -0.23541  0.071
88 O 1.70171 2.05041 -0.81720  -0.062
89 C 2.73901 2.59599 -1.16115  -0.410
90 C 2.89990 3.35807 -2.53018  -0.085
91 C 3.68997 2.39560 -3.42826  -0.184
92 C 3.52717 0.89655 -3.10179  -0.177
93 C 4.35163 0.32443 -1.92173  -0.155
94 C 4.22930 0.91167 -0.53454  -0.182
95 N 3.98096 2.34551 -0.58203  0.079
96 H 3.42278 4.30568 -2.36724  0.111
97 H 2.00113 3.71745 -3.00761  0.103
98 H 4.81429 2.63354 -3.44808  0.132
99 H 3.34713 2.59643 -4.43442  0.102
100 H 3.84664 0.36309 -3.97860  0.110
101 H 2.45952 0.69476 -3.00547  0.082
102 H 5.37931 0.53295 -2.21696  0.108
103 H 4.20399 -0.73686 -1.97416  0.092
104 H 5.17742 0.71221 0.00737  0.131
105 H 3.45129 0.48441 0.07178  0.096
106 H 4.75106 2.77924 -0.99799  0.103

---

The following is a DFT calculation (ωB97M-V with the def2-TZVPD basis set) of a structure of composition C50H49AsBN8O3SSr at a distorted geometry.

Properties
net charge = -1
E_LUMO (alpha / beta) = 0.0503 / 0.0567 Eh
E = -5288.1125 hartree
ΔE to the lowest compared entry with this formula, charge and spin = 78.6 kcal per mole
max |F| = 4.2 eV/A

Last column: Löwdin charge in e.
Geometry (Å):
1 Sr -1.05417 0.22509 -0.57747  1.390
2 C 3.63740 -0.12362 -1.99327  -0.108
3 C 4.14966 -1.42886 -1.93136  -0.099
4 C 3.35516 -2.51741 -2.24778  -0.028
5 C 2.04667 -2.27663 -2.65204  -0.114
6 C 0.87195 -3.13562 -2.73704  -0.292
7 N -0.23168 -2.42498 -2.97429  0.183
8 C 0.11898 -1.12324 -2.98651  -0.323
9 N -0.76433 -0.07242 -2.95531  0.033
10 C -2.07779 -0.31734 -2.87082  -0.341
11 C -2.88563 -1.52447 -3.15439  -0.112
12 C -2.91377 -2.45191 -4.19038  -0.029
13 C -3.87472 -3.44091 -4.14971  -0.081
14 C -4.78590 -3.52485 -3.08432  -0.081
15 C -4.75421 -2.61135 -2.05043  -0.022
16 C -3.79757 -1.60430 -2.10810  -0.120
17 C -3.53862 -0.42236 -1.25410  -0.360
18 N -3.70071 -0.26874 0.07262  0.136
19 C -3.46584 -1.38698 0.78958  -0.327
20 N -2.70511 -2.39265 0.30882  0.152
21 C -2.69492 -3.38193 1.22595  -0.282
22 N -2.17435 -4.59934 1.11504  0.179
23 C -1.38338 -4.91846 0.09484  -0.298
24 N -0.74318 -4.11090 -0.74789  0.180
25 C 0.01295 -4.88782 -1.58411  -0.282
26 N 0.90598 -4.45845 -2.42859  0.189
27 C -0.19029 -6.32803 -1.26676  -0.108
28 C 0.28014 -7.49712 -1.83110  -0.024
29 C -0.13416 -8.69992 -1.26319  -0.098
30 C -0.99455 -8.71493 -0.16480  -0.097
31 C -1.47689 -7.52943 0.38436  -0.025
32 C -1.06597 -6.34411 -0.19217  -0.111
33 C -3.45307 -2.95495 2.42020  -0.107
34 C -3.71265 -3.56570 3.63671  -0.025
35 C -4.44332 -2.85224 4.57731  -0.096
36 C -4.90561 -1.55845 4.30666  -0.096
37 C -4.64894 -0.94863 3.08638  -0.018
38 C -3.91028 -1.66272 2.15577  -0.108
39 N -2.76261 0.46169 -1.94124  -0.068
40 C 1.54755 -0.97025 -2.74338  -0.119
41 C 2.33888 0.12581 -2.40399  -0.034
42 H 4.25984 0.69995 -1.67035  0.072
43 H 5.17031 -1.58326 -1.60211  0.092
44 H 3.72299 -3.53209 -2.15988  0.107
45 H -2.19440 -2.40738 -4.99571  0.111
46 H -3.91822 -4.17591 -4.94351  0.095
47 H -5.51981 -4.32102 -3.07540  0.095
48 H -5.44509 -2.67832 -1.21956  0.115
49 H 0.94614 -7.47094 -2.68413  0.107
50 H 0.21303 -9.63853 -1.67734  0.091
51 H -1.29214 -9.66388 0.26446  0.092
52 H -2.14979 -7.52834 1.23212  0.106
53 H -3.35265 -4.56675 3.83666  0.107
54 H -4.65800 -3.29987 5.53999  0.092
55 H -5.47153 -1.02803 5.06224  0.093
56 H -5.00254 0.05033 2.86597  0.112
57 H 1.93529 1.13236 -2.43389  0.077
58 C 5.40377 3.57332 -2.98695  -0.110
59 C 4.84630 4.78810 -2.25985  -0.305
60 C 3.32117 4.83325 -2.25464  -0.348
61 S 2.58881 3.60979 -1.12037  0.889
62 O 1.26922 3.21048 -1.71520  -0.526
63 C 2.21075 4.70728 0.28479  -0.317
64 C 0.78946 5.25729 0.23520  -0.278
65 C 0.53188 6.31631 -0.82862  -0.089
66 H 6.48683 3.50437 -2.88029  0.072
67 H 5.17094 3.62291 -4.05243  0.079
68 H 4.97334 2.64989 -2.60656  0.043
69 H 5.21726 5.70188 -2.72936  0.104
70 H 5.20919 4.80283 -1.22618  0.101
71 H 2.90092 4.56582 -3.22637  0.100
72 H 2.95770 5.81922 -1.97349  0.070
73 H 2.97827 5.48578 0.30712  0.091
74 H 2.33401 4.07752 1.16797  0.058
75 H 0.55300 5.65142 1.22650  0.118
76 H 0.11794 4.41582 0.05709  0.061
77 H 1.25046 7.13999 -0.76623  0.071
78 H -0.46688 6.73506 -0.70021  0.070
79 H 0.57910 5.88474 -1.82861  0.071
80 O -1.19954 3.36228 1.81476  0.025
81 B -1.23449 2.54620 0.61292  -0.462
82 O -2.09700 3.27660 -0.29378  0.042
83 C -2.53928 4.39440 0.34125  -0.251
84 C -3.37187 5.38129 -0.13356  0.000
85 C -3.64817 6.44978 0.72683  -0.112
86 C -3.09626 6.50731 2.00100  -0.112
87 C -2.24810 5.49647 2.46721  -0.010
88 C -1.99137 4.44791 1.61282  -0.271
89 H -3.78656 5.32674 -1.13104  0.116
90 H -4.30462 7.24365 0.39349  0.090
91 H -3.32519 7.34796 2.64387  0.089
92 H -1.80851 5.53141 3.45554  0.112
93 C 4.66263 1.60866 1.92064  -0.188
94 C 3.90142 0.29575 2.08385  -0.466
95 As 2.05150 0.54115 1.49602  1.209
96 C 1.21735 -1.19222 2.03156  -0.434
97 C 2.16811 -2.28335 2.50882  -0.171
98 C 1.36683 1.63348 2.98274  -0.446
99 C 1.83631 1.23998 4.37627  -0.167
100 H 5.72504 1.49255 2.14667  0.065
101 H 4.26731 2.38159 2.58530  0.058
102 H 4.57705 1.98939 0.89939  0.039
103 H 3.94510 -0.06041 3.11289  0.049
104 H 4.33810 -0.47771 1.44894  0.055
105 H 0.67589 -1.57212 1.15892  0.025
106 H 0.46544 -0.97017 2.79270  0.062
107 H 2.91546 -2.52261 1.75030  0.064
108 H 1.61677 -3.20149 2.72198  0.070
109 H 2.69654 -1.99073 3.41753  0.056
110 H 0.28205 1.55789 2.89692  0.040
111 H 1.59273 2.67969 2.76553  0.045
112 H 1.60237 0.19605 4.59960  0.061
113 H 1.34576 1.85194 5.13742  0.067
114 H 2.91321 1.36873 4.50215  0.052

---

Question: The highest E belongs to which entry?
Answer: C50H47CaN3OP2S2